109
Properties=species:S:1:pos:R:3:forces:R:3:lowdin_charge:R:1 method="wB97M-V/def2-TZVPD" total_charge=+1 homo_energy_ha="-0.355 / -0.378" multiplicity=5 e_above_lowest_kcal_mol=0.00 gap_ev="5.6 / 5.2"
Os -0.440717 0.416318 0.061449 0.44 0.19 0.17 0.74
Te -0.975362 3.003139 0.453199 0.02 -0.16 -0.36 0.46
Te -5.338378 -2.388432 0.683358 0.37 0.08 0.04 0.82
Te -3.004545 1.439499 -0.483030 0.35 0.93 -0.44 0.69
Te -1.044036 -2.380653 -0.489745 0.20 0.39 0.15 0.37
Te -2.854956 -1.149802 0.977087 -1.19 -1.29 0.55 0.22
Si -4.806735 1.873533 2.733526 -0.06 -0.05 -0.05 0.43
Si -5.299117 -2.325902 -2.796072 -0.08 0.04 0.05 0.42
O -0.060732 0.136479 1.954535 -0.23 0.05 0.11 -0.40
O -0.109836 0.582265 -1.816763 -0.08 0.11 -0.27 -0.40
N 1.569532 0.171341 0.033758 -0.51 0.01 -0.10 -0.03
C 6.089614 1.227901 2.609458 -0.01 0.01 0.03 -0.04
C 3.000164 -0.160701 3.869663 0.05 0.02 -0.16 0.05
C 0.651150 -0.090895 4.818780 -0.01 -0.13 0.03 -0.53
C 6.135922 0.702375 -2.650622 -0.04 -0.08 -0.09 -0.03
C -3.214423 2.214646 3.639771 -0.13 -0.04 -0.25 -0.19
C -5.470025 0.202022 3.294005 0.15 0.22 -0.21 -0.22
C 5.714894 -1.764969 -2.655152 0.03 0.09 -0.11 -0.04
C -6.227590 -3.428738 -3.993887 0.19 0.20 0.19 -0.17
C 1.113786 1.798846 -5.600222 -0.06 -0.05 -0.03 -0.03
C 3.961428 -0.043769 2.855550 -0.17 0.03 -0.35 -0.14
C 3.425391 -0.170599 -1.571657 0.15 -0.07 -0.21 0.05
C 0.654996 -0.669182 -5.689463 0.00 0.04 -0.01 -0.03
C 0.594249 0.588709 -4.811141 0.03 0.04 -0.05 -0.53
C 0.082744 1.325767 4.928495 -0.04 0.00 -0.05 -0.03
C -5.027587 -3.344166 -1.200672 0.10 0.17 -0.07 -0.67
C 6.086202 -1.263126 2.443499 -0.01 0.00 0.04 -0.03
C -0.477652 -1.113553 4.628085 0.02 0.12 -0.11 -0.03
C 1.152030 0.363582 -2.250337 -0.05 0.03 -0.38 -0.23
C 3.813950 -0.154985 -2.905456 0.03 -0.01 0.21 -0.14
C -0.872069 0.850049 -4.488994 -0.01 0.19 0.03 -0.05
C 1.631697 -0.108182 3.655370 0.07 0.07 -0.41 -0.07
C -4.625784 1.965081 0.815300 0.08 -0.26 0.35 -0.61
C 2.169360 0.086411 1.257681 0.06 -0.05 0.31 -0.17
C 1.226393 0.030583 2.314480 0.12 -0.11 0.27 -0.24
C 5.517192 -0.461799 -4.760060 0.06 0.00 0.06 -0.06
C 1.346062 -0.427315 6.138246 -0.09 0.06 0.04 -0.06
C -6.099860 3.186868 3.083590 0.27 -0.27 -0.07 -0.17
C 2.853829 0.120833 -3.874582 -0.06 -0.01 0.17 0.04
C 5.457111 -0.057878 3.144939 -0.02 -0.01 0.11 -0.56
C 2.107802 0.115710 -1.230645 0.16 0.05 -0.34 -0.18
C 5.278704 -0.420446 -3.250760 -0.05 -0.02 -0.02 -0.55
C 3.535237 0.091915 1.543076 0.29 -0.03 0.34 0.05
C -3.622226 -1.843979 -3.477012 -0.14 -0.18 0.15 -0.19
C 5.753502 -0.155839 4.640091 0.03 -0.01 -0.05 -0.06
C -6.301279 -0.768728 -2.448858 0.21 -0.28 0.13 -0.20
C 1.507526 0.371031 -3.606593 0.13 -0.10 0.48 -0.07
H 7.183748 0.542730 -2.893596 0.14 -0.02 -0.03 0.09
H -5.791841 -4.420700 -4.045546 0.13 -0.22 -0.01 0.03
H -4.727027 -0.595814 3.264526 0.06 -0.03 -0.02 -0.03
H -7.150874 -0.958140 -1.795825 -0.11 -0.06 0.06 0.02
H -6.304250 3.221249 4.148943 -0.05 0.00 0.24 0.04
H -1.008730 1.759567 -3.904689 0.01 0.04 0.03 0.09
H -4.724260 3.011422 0.528222 -0.06 0.14 0.00 0.00
H -1.324245 0.026259 -3.953948 -0.11 -0.24 0.16 0.06
H 4.927987 -1.239265 -5.243778 -0.06 -0.08 -0.03 0.09
H 5.093498 -2.578100 -3.020005 -0.10 -0.11 -0.08 0.09
H 3.157450 0.117951 -4.906463 0.06 0.01 -0.11 0.09
H -6.350135 -0.117362 2.738630 -0.07 0.01 -0.08 0.01
H -5.764250 4.173536 2.782787 0.10 0.21 -0.07 0.04
H -1.402679 0.970024 -5.433628 -0.07 0.03 -0.02 0.09
H -2.518235 1.385598 3.533997 0.11 -0.13 -0.05 0.01
H 6.829948 -0.153040 4.797052 0.09 0.00 0.00 0.09
H 6.046143 0.734900 -1.568333 -0.02 0.00 0.18 0.07
H -3.695183 -1.505627 -4.504834 -0.06 0.10 -0.24 0.04
H -1.082923 -0.897392 3.750631 -0.02 0.01 -0.03 0.04
H 6.745180 -1.973620 -2.934813 0.12 -0.03 -0.02 0.09
H 5.839819 1.673844 -3.040101 -0.04 0.10 -0.06 0.09
H -2.703090 3.116106 3.314043 0.01 0.12 -0.06 0.01
H -5.765702 0.300638 4.335178 -0.07 0.04 0.22 0.04
H -2.921146 -2.676544 -3.447605 0.04 -0.10 -0.03 0.02
H 4.265423 0.232622 0.760383 -0.13 0.03 0.23 0.09
H -5.456890 1.429497 0.349179 -0.06 -0.04 0.00 0.00
H -6.199071 -3.008352 -4.994124 -0.01 0.11 -0.20 0.03
H 0.005996 -0.545778 -6.553606 -0.08 0.02 -0.11 0.09
H 1.828537 -1.400287 6.105758 0.06 -0.16 -0.01 0.09
H -5.692265 0.003293 -1.975929 0.07 0.04 0.05 -0.01
H -0.688084 1.360770 5.694163 -0.14 0.02 0.12 0.09
H 5.969936 -1.200794 1.365775 -0.02 0.00 -0.21 0.07
H 2.125783 1.650655 -5.963758 0.14 -0.02 -0.05 0.08
H 5.631661 -2.192691 2.775901 -0.07 -0.13 0.06 0.09
H 1.105365 2.694190 -4.982923 -0.01 0.11 0.08 0.09
H 5.624121 2.106776 3.048261 -0.07 0.11 0.07 0.09
H 0.865543 2.028060 5.205291 0.11 0.09 0.02 0.09
H -7.270232 -3.540245 -3.713977 -0.20 -0.01 0.10 0.03
H 5.665901 -1.766618 -1.571172 -0.02 0.01 0.21 0.07
H -0.351004 1.655996 3.988700 -0.07 0.03 -0.11 0.06
H -3.434191 2.320572 4.697842 -0.05 0.00 0.25 0.05
H 0.602448 -0.453502 6.931993 -0.07 0.01 0.07 0.09
H 6.567701 -0.677510 -4.952918 0.03 0.00 0.00 0.09
H 0.476075 1.975692 -6.464455 -0.07 0.01 -0.08 0.09
H 7.147693 1.249835 2.851325 0.20 0.00 0.04 0.09
H -7.037789 2.982801 2.577078 -0.17 -0.07 -0.12 0.04
H 6.000055 1.304312 1.530060 -0.02 0.02 -0.18 0.07
H 4.143814 -0.441040 -0.815485 -0.09 0.00 -0.17 0.09
H 5.363920 -1.075358 5.071336 -0.05 -0.11 0.05 0.09
H -4.033662 -3.797596 -1.159351 -0.02 0.03 -0.05 -0.02
H 0.319027 -1.544065 -5.135048 -0.04 -0.08 0.06 0.09
H 3.346386 -0.266275 4.881111 0.05 -0.02 0.08 0.09
H 5.287746 0.490768 -5.234481 -0.02 0.09 -0.03 0.09
H 5.339257 0.686584 5.189710 -0.05 0.11 0.07 0.09
H -3.181023 -1.038904 -2.896087 0.10 0.17 0.15 -0.02
H 7.149013 -1.308370 2.660097 0.20 -0.01 0.03 0.09
H -6.686079 -0.360018 -3.376249 -0.06 0.10 -0.26 0.04
H -5.738874 -4.167527 -1.155207 -0.11 -0.11 -0.02 0.00
H 2.087707 0.318608 6.415255 0.06 0.08 0.03 0.09
H -1.124646 -1.098370 5.502051 -0.10 0.01 0.11 0.09
H -0.078322 -2.120074 4.527252 0.07 -0.13 -0.03 0.10
H 1.659265 -0.866645 -6.056064 0.08 -0.03 -0.03 0.08